{
  "formula": "C5H35N2O11S",
  "method": "ωB97M-V/def2-TZVPD",
  "de_lowest_kcal_mol": 0.0,
  "total_charge": -1,
  "homo_ev": -4.731,
  "orbital_gap_ev": 7.345,
  "energy_ha": -1546.870678,
  "lumo_energy_ev": 2.6140,
  "species": ["N", "C", "C", "S", "C", "N", "C", "C", "H", "H", "H", "H", "H", "H", "H", "H", "H", "H", "H", "H", "H", "H", "H", "O", "H", "H", "O", "H", "H", "O", "H", "H", "O", "H", "H", "O", "H", "H", "O", "H", "H", "O", "H", "H", "O", "H", "H", "O", "H", "H", "O", "H", "H", "O"],
  "positions_angstrom": [[-1.53232, 1.52144, 1.64743], [-1.10221, 1.72839, 0.24707], [-2.24658, 1.25846, -0.71765], [-2.79983, -0.47368, -0.54292], [0.17808, 1.04953, -0.25162], [1.10448, 1.96203, -0.95223], [1.99925, 1.13387, -1.81194], [0.48439, 2.92428, -1.88924], [-1.66377, 0.50198, 1.57237], [-2.52111, 1.76586, 1.70149], [-1.19866, 2.80798, 0.07267], [-3.10718, 1.90773, -0.54883], [-1.81296, 1.35604, -1.71242], [-0.14094, 0.21147, -0.87849], [0.71747, 0.66682, 0.62487], [2.21502, 0.20566, -1.27457], [3.02218, 1.52571, -1.79723], [1.55650, 1.07440, -2.80343], [1.24925, 3.59914, -2.25858], [-0.31961, 3.49660, -1.42867], [-0.05337, 2.33090, -2.64624], [-0.45900, 1.74651, 3.41727], [0.79093, 1.45727, 2.62603], [0.36846, 1.25912, 3.47794], [1.18515, -0.41158, 3.41753], [0.46239, -0.88080, 4.65318], [1.11821, -1.16886, 4.01328], [-0.04800, -3.48306, 2.34966], [0.80433, -2.70411, 3.37970], [0.50164, -3.60780, 3.12977], [-0.45205, -3.01540, -0.59921], [-0.68353, -1.81444, 0.35234], [-0.10384, -2.56893, 0.18000], [1.58944, 3.10417, 2.52107], [1.65679, 2.75775, 0.91152], [2.09902, 2.76851, 1.78402], [3.68134, 1.72772, 0.67117], [4.93517, 0.81630, 0.92057], [4.57424, 1.51619, 0.37549], [-1.66699, -1.74933, -1.88518], [-2.22815, -2.57617, -2.97414], [-1.36130, -2.31285, -2.64475], [-1.97422, -1.49608, 2.92395], [-3.09575, -1.73424, 1.93534], [-2.68674, -1.03758, 2.45736], [-3.71937, -0.15551, -3.29571], [-3.23677, 1.27665, -2.97311], [-3.59236, 0.72382, -3.65809], [3.21384, -2.07818, -1.83002], [3.22140, -2.68207, -0.54299], [3.81023, -2.64239, -1.31322], [0.78836, -0.97791, -3.27373], [0.49812, -2.46632, -3.79602], [1.11909, -1.74160, -3.74305]]
}